1.
ORCA calculation (ωB97M-V/def2-TZVPD) on C21H33N5O2STa as an isolated structure in a non-equilibrium geometry.

```
63
Properties=species:S:1:pos:R:3:mulliken_charge:R:1
O 0.42 -4.28 1.37 -0.66
S -0.75 -3.50 1.64 1.00
O -1.03 -3.19 3.00 -0.57
C -2.11 -4.11 0.76 -1.13
Ta -4.25 -3.69 1.52 0.94
H -0.61 -2.31 1.03 0.03
H -1.98 -3.66 -0.22 0.39
H -1.97 -5.18 0.65 0.35
H -4.80 -3.31 -0.23 -0.31
H -4.81 -5.43 1.13 -0.16
H -3.81 -4.31 3.21 -0.30
H -3.74 -1.92 1.86 -0.39
H -5.92 -3.20 2.17 -0.13
N -2.04 1.99 0.73 0.02
C -0.67 2.03 0.79 -0.45
C -0.25 0.96 1.53 -0.14
C -1.41 0.23 1.92 -0.87
C -2.50 0.89 1.41 -0.64
H -2.62 2.65 0.25 0.18
H -0.12 2.82 0.31 0.19
H 0.77 0.71 1.76 0.50
H -1.45 -0.67 2.51 0.75
H -3.55 0.67 1.48 0.40
N 2.37 2.77 -1.00 0.16
C 3.15 1.74 -1.42 -0.59
C 3.16 1.74 -2.79 -0.54
C 2.34 2.83 -3.20 -0.40
C 1.87 3.45 -2.08 -0.77
H 2.19 3.00 -0.04 0.28
H 3.64 1.09 -0.71 0.45
H 3.68 1.05 -3.42 0.42
H 2.11 3.12 -4.22 0.58
H 1.23 4.30 -1.95 0.44
N -8.36 -4.89 3.28 0.04
C -9.20 -3.93 3.77 -0.51
C -10.25 -3.81 2.91 -0.36
C -10.04 -4.73 1.85 -0.35
C -8.86 -5.38 2.11 -0.50
H -7.49 -5.17 3.69 0.20
H -8.96 -3.41 4.69 0.36
H -11.08 -3.13 3.02 0.38
H -10.67 -4.90 0.99 0.38
H -8.33 -6.14 1.55 0.37
N 5.21 3.19 -5.46 0.08
C 5.41 2.30 -6.48 -0.29
C 6.56 2.67 -7.13 -0.56
C 7.07 3.83 -6.48 -0.50
C 6.21 4.12 -5.45 -0.47
H 4.43 3.17 -4.82 0.21
H 4.73 1.49 -6.65 0.36
H 6.99 2.16 -7.98 0.38
H 7.96 4.37 -6.73 0.38
H 6.23 4.91 -4.72 0.36
N 6.49 2.40 3.12 0.04
C 6.40 3.09 1.94 -0.76
C 5.17 2.84 1.40 -0.35
C 4.49 1.96 2.29 0.11
C 5.33 1.71 3.34 -0.87
H 7.29 2.40 3.73 0.18
H 7.22 3.70 1.59 0.37
H 4.80 3.24 0.47 0.40
H 3.50 1.55 2.17 0.52
H 5.20 1.09 4.21 0.38
```

Total charge ... -1
Kohn-Sham gap ... 7.71 eV
Total energy ... -46237.65828 eV
Largest force on an atom ... 1.39 eV Å⁻¹

***

2.
ORCA calculation (ωB97M-V/def2-TZVPD) on C5H7NO as an isolated structure in a non-equilibrium geometry.

```
14
Properties=species:S:1:pos:R:3:mulliken_charge:R:1
C 0.88 -0.35 1.85 -1.12
C 0.50 -0.32 0.40 0.20
C -0.62 -0.95 -0.11 -0.64
C -1.09 -0.50 -1.35 -0.06
N -0.47 0.52 -1.91 -0.40
C 0.11 1.66 -0.53 0.11
O 0.67 2.63 -0.83 -0.34
H 1.63 -1.14 2.03 0.30
H 0.02 -0.55 2.48 0.35
H 1.34 0.60 2.16 0.31
H 1.32 -0.12 -0.29 0.40
H -1.28 -1.53 0.54 0.29
H -2.03 -0.88 -1.75 0.37
H -0.96 0.93 -2.69 0.23
```

Kohn-Sham gap ... 9.12 eV
Total energy ... -8833.50089 eV
Energy above the lowest of the compared OMol25 structures with the same formula, charge and spin ... 62.3 kcal per mole
Largest force on an atom ... 1.26 eV Å⁻¹

***

3.
ORCA calculation (ωB97M-V/def2-TZVPD) on a 2-piece molecular cluster, C2H7N2 overall in a non-equilibrium geometry.

```
11
Properties=species:S:1:pos:R:3:mulliken_charge:R:1
C -2.16 0.41 0.71 -0.30
C -0.94 0.18 0.00 0.01
N 2.25 -0.10 0.01 -0.77
N -1.99 0.03 -0.70 -0.13
H -2.55 -0.48 1.18 0.25
H -2.64 1.34 0.96 0.28
H 0.07 0.47 -0.19 0.59
H 3.23 -0.06 0.24 0.25
H 2.20 -0.01 -1.09 0.26
H -2.33 0.10 -1.68 0.33
H 1.87 -1.04 0.13 0.24
```

Total charge ... +1
Kohn-Sham gap ... 8.32 eV
Total energy ... -5157.49893 eV
Energy above the lowest of the compared OMol25 structures with the same formula, charge and spin ... 91.5 kcal per mole
Largest force on an atom ... 3.72 eV Å⁻¹

***

4.
ORCA calculation (ωB97M-V/def2-TZVPD) on a 2-piece molecular cluster, C3H5NOS overall in a non-equilibrium geometry.

```
11
Properties=species:S:1:pos:R:3:mulliken_charge:R:1
C 0.15 0.75 0.88 0.19
C 0.93 -0.38 0.89 -0.50
C -1.08 0.34 0.22 -0.40
N 0.23 -1.47 0.41 -0.34
O -1.00 -1.03 0.05 -0.10
S 1.35 -1.10 -2.23 -0.15
H 0.25 1.87 1.21 0.30
H 1.92 -0.40 1.23 0.40
H -2.02 0.56 0.65 0.33
H -1.33 0.90 -0.86 0.17
H 0.60 -0.04 -2.44 0.10
```

Kohn-Sham gap (spin up / spin down) ... 8.76 / 6.31 eV
Total energy ... -17559.77986 eV
Energy above the lowest of the compared OMol25 structures with the same formula, charge and spin ... 126.5 kcal per mole
Largest force on an atom ... 3.56 eV Å⁻¹

***

5.
ORCA calculation (ωB97M-V/def2-TZVPD) on a 3-piece molecular cluster, C5H12N2 overall in a non-equilibrium geometry.

```
19
Properties=species:S:1:pos:R:3:mulliken_charge:R:1
C -0.42 0.58 -0.52 -0.30
C 0.31 -0.91 1.31 -0.83
C -2.10 0.60 1.28 -0.94
N -0.15 0.35 0.76 -0.24
N -0.83 -0.39 -1.39 -0.30
C 1.74 0.74 -0.66 -0.32
C 2.42 -0.10 -1.42 -0.62
H -0.72 1.59 -0.79 0.57
H -0.66 -1.35 -1.14 0.17
H -1.39 -0.11 -2.18 0.21
H 2.18 1.69 -0.34 0.31
H 0.36 -1.74 0.61 0.28
H -0.36 -1.20 2.12 0.34
H 1.31 -0.75 1.72 0.30
H -2.62 1.33 0.67 0.37
H -2.56 -0.38 1.25 0.32
H -1.90 0.95 2.29 0.28
H 3.41 0.14 -1.82 0.29
H 1.98 -1.04 -1.74 0.15
```

Kohn-Sham gap (spin up / spin down) ... 7.70 / 7.70 eV
Total energy ... -8353.75186 eV
Energy above the lowest of the compared OMol25 structures with the same formula, charge and spin ... 147.2 kcal per mole
Largest force on an atom ... 5.88 eV Å⁻¹

***

6.
ORCA calculation (ωB97M-V/def2-TZVPD) on C13H14ClN3O3Pb as an isolated structure in a non-equilibrium geometry.

```
35
Properties=species:S:1:pos:R:3:mulliken_charge:R:1
Cl -1.74 3.24 -2.60 -0.08
C -0.59 -1.75 -2.32 -0.39
C 0.82 -1.93 -2.15 -0.34
C 1.51 -0.95 -2.95 -0.79
H 1.29 -2.72 -1.58 0.47
C 0.50 -0.15 -3.62 0.70
C -0.81 -0.64 -3.21 -0.73
H -1.77 -0.28 -3.61 0.52
H -1.36 -2.38 -1.89 0.47
H 2.59 -0.86 -3.11 0.47
C 0.75 1.05 -4.46 -0.86
Pb 0.10 0.61 -1.06 1.33
C 2.72 1.58 -0.18 0.11
O 3.44 2.00 0.60 -0.11
C -2.04 2.38 -0.91 0.26
O -2.75 2.83 -0.10 -0.14
H 1.70 1.50 -4.13 0.33
H -0.09 1.75 -4.29 0.20
H 0.80 0.81 -5.54 0.34
C -0.72 -2.83 3.46 -0.89
N -0.48 -1.43 3.13 0.09
C -0.47 -0.50 4.11 0.19
C -0.25 0.80 3.79 -1.13
C -0.03 1.16 2.44 0.91
N -0.03 0.23 1.47 -0.25
C -0.27 -1.09 1.79 0.26
O -0.29 -1.97 0.92 -0.63
N 0.20 2.44 2.03 -0.19
H -1.61 -3.16 2.94 0.32
H -0.87 -2.93 4.53 0.30
H 0.14 -3.41 3.15 0.33
H -0.65 -0.85 5.13 0.36
H -0.24 1.58 4.55 0.42
H 0.22 3.26 2.60 0.22
H 0.28 2.60 1.05 -0.08
```

Total charge ... +2
Kohn-Sham gap (spin up / spin down) ... 5.48 / 5.57 eV
Total energy ... -42072.72665 eV
Energy above the lowest of the compared OMol25 structures with the same formula, charge and spin ... 33.3 kcal per mole
Largest force on an atom ... 3.52 eV Å⁻¹

***

7.
ORCA calculation (ωB97M-V/def2-TZVPD) on a 2-piece molecular cluster, C20H41FN3O7S2Si overall in a non-equilibrium geometry.

```
75
Properties=species:S:1:pos:R:3:mulliken_charge:R:1
C -2.63 0.84 -4.89 -0.63
C -2.67 -0.83 -4.89 -0.47
C -2.28 -1.28 -3.35 0.23
C -1.90 -2.86 -3.18 -0.89
C -1.60 -3.25 -1.58 -0.41
C -0.33 -2.40 -0.97 -0.73
C -0.77 -1.25 0.14 -0.04
C -0.71 -1.94 1.63 -0.71
C -1.98 -2.97 1.94 -0.44
C -2.39 -2.94 3.55 -0.56
C -3.75 -2.08 3.87 0.47
O -5.01 -2.48 3.70 -0.53
O -3.57 -0.67 4.36 -0.48
O -2.13 -0.75 -0.16 -0.18
C -2.61 0.19 0.86 -0.10
N -1.58 1.20 1.34 -0.02
C -0.53 1.22 0.23 -0.68
N -0.36 2.41 -0.43 0.54
S 0.77 2.55 -1.76 -0.11
Si -1.33 3.91 0.00 0.46
C -0.65 5.47 -0.98 -0.93
C -1.20 4.38 1.87 -0.92
C -3.15 3.67 -0.63 -0.66
N 0.17 -0.08 -0.06 0.70
S 1.69 -0.25 0.79 1.19
O 1.62 0.17 2.30 -0.53
O 2.76 0.72 0.16 -0.52
F 2.38 -1.85 0.59 -0.25
H -1.52 1.20 -4.72 0.08
H -3.14 1.30 -5.84 0.35
H -3.24 1.16 -3.92 0.11
H -3.82 -1.10 -5.03 0.29
H -1.99 -1.30 -5.72 0.31
H -1.43 -0.57 -2.93 -0.16
H -3.23 -1.06 -2.67 0.12
H -2.68 -3.59 -3.66 0.34
H -0.87 -3.09 -3.74 0.26
H -1.25 -4.39 -1.61 0.31
H -2.57 -3.23 -0.92 0.18
H 0.36 -3.18 -0.40 0.33
H 0.31 -1.89 -1.82 0.34
H 0.27 -2.60 1.82 0.55
H -0.72 -1.16 2.53 0.20
H -1.55 -4.06 1.75 0.35
H -2.89 -2.83 1.22 0.30
H -1.52 -2.50 4.24 0.34
H -2.59 -4.05 3.96 0.37
H -4.20 -0.08 3.81 0.35
H -3.12 -0.36 1.76 -0.26
H -3.48 0.83 0.35 0.25
H -1.17 0.96 2.26 0.40
H 0.01 2.55 -2.95 0.18
H -1.55 6.25 -1.02 0.29
H -0.41 5.20 -2.12 0.27
H 0.24 6.00 -0.43 0.29
H -1.17 3.48 2.61 0.22
H -0.25 5.05 2.13 0.30
H -2.19 4.99 2.15 0.31
H -3.71 2.99 0.15 0.16
H -3.71 4.70 -0.79 0.38
H -3.06 3.09 -1.66 0.10
O 8.82 -2.12 -0.01 -0.58
C 8.01 -1.48 0.66 0.70
O 6.69 -1.56 0.40 -0.37
C 5.65 -1.02 1.25 -0.13
C 5.40 0.44 0.93 -0.79
C 8.48 -0.53 1.72 -0.86
H 5.88 -1.19 2.30 0.30
H 4.75 -1.60 1.03 0.02
H 6.28 1.05 1.12 0.38
H 4.57 0.82 1.53 0.25
H 5.15 0.56 -0.13 0.20
H 8.71 0.44 1.27 0.24
H 9.39 -0.94 2.18 0.31
H 7.77 -0.40 2.54 0.31
```

Total charge ... +1
Kohn-Sham gap ... 5.29 eV
Total energy ... -72455.68428 eV
Energy above the lowest of the compared OMol25 structures with the same formula, charge and spin ... 152.2 kcal per mole
Largest force on an atom ... 9.91 eV Å⁻¹

***

8.
ORCA calculation (ωB97M-V/def2-TZVPD) on C18H18AlN4O4 as an isolated structure.

```
45
Properties=species:S:1:pos:R:3:mulliken_charge:R:1
Al -0.32 -0.03 0.23 0.25
O 0.36 -1.00 -3.41 -0.59
C 0.25 -0.97 -2.22 0.31
O 0.21 0.12 -1.48 -0.39
C 0.20 -2.23 -1.39 0.63
C 0.03 -3.46 -2.03 -0.90
C -0.02 -4.58 -1.25 -0.52
C 0.21 -4.47 0.14 1.10
C 0.28 -5.62 0.96 -0.87
C 0.59 -5.51 2.28 -0.66
C 0.90 -4.24 2.82 -0.77
C 0.82 -3.11 2.05 -0.47
C 0.44 -3.19 0.69 0.24
N 0.34 -2.05 -0.09 -0.03
H -0.09 -3.47 -3.10 0.52
H -0.20 -5.55 -1.68 0.46
H 0.08 -6.58 0.51 0.41
H 0.65 -6.39 2.91 0.41
H 1.21 -4.16 3.85 0.43
H 1.12 -2.17 2.48 0.51
N 0.44 0.20 2.06 -0.29
C -0.54 -0.23 3.12 -0.74
C -1.90 0.41 2.92 -0.58
C -2.70 -0.12 1.73 0.54
O -3.89 -0.21 1.76 -0.61
O -1.98 -0.43 0.65 -0.41
H 1.34 -0.24 2.21 0.40
H 0.62 1.20 2.17 0.45
H -0.13 0.03 4.09 0.48
H -0.63 -1.31 3.06 0.39
H -1.81 1.50 2.81 0.26
H -2.50 0.26 3.82 0.44
N 1.73 2.11 0.03 -0.32
C 0.52 2.79 0.12 0.84
C 0.43 4.17 0.22 -1.02
C -0.82 4.75 0.29 -0.24
C -1.96 3.94 0.24 -1.03
C -1.79 2.58 0.18 -0.31
N -0.57 2.00 0.16 0.28
H 2.54 2.71 0.02 0.29
H 1.76 1.46 -0.75 0.22
H 1.33 4.78 0.21 0.38
H -0.91 5.82 0.36 0.42
H -2.95 4.36 0.26 0.47
H -2.63 1.91 0.13 0.62
```

Total charge ... +1
Kohn-Sham gap ... 8.71 eV
Total energy ... -39707.26396 eV
Energy above the lowest of the compared OMol25 structures with the same formula, charge and spin ... 4.0 kcal per mole
Largest force on an atom ... 0.32 eV Å⁻¹